# C27H26ClO4P2Pt

A molecular structure, C27H26ClO4P2Pt (ωB97M-V/def2-TZVPD, OMol25).

Each line ends with the Mulliken charge.
Element x y z (Å)
1 Pt 1.18868 -0.98696 -0.06054  2.165
2 O 4.81570 -2.49404 1.45284  -0.612
3 Cl 3.50309 -1.98982 1.38117  1.624
4 O 3.37581 -0.65096 1.88638  -0.544
5 O 3.14285 -1.89530 -0.13150  -0.730
6 O 2.53112 -2.85240 1.98130  -0.561
7 C -0.79967 0.71732 2.49530  -0.528
8 C -0.93371 -0.81125 2.31244  -1.150
9 P -0.87945 -1.27485 0.56101  -0.301
10 C -0.72550 -3.06788 0.40506  1.231
11 C -1.29698 -4.01839 1.24493  -0.598
12 C -0.97701 -5.35290 1.05885  -0.699
13 C -0.08607 -5.74624 0.06539  -0.517
14 C 0.48597 -4.81313 -0.78448  -1.024
15 C 0.14918 -3.48011 -0.61644  -0.668
16 C -2.33665 -0.71585 -0.32070  1.076
17 C -2.38280 -0.88051 -1.70459  -0.536
18 C -3.52261 -0.52074 -2.40092  -0.780
19 C -4.61440 0.00510 -1.72066  -0.446
20 C -4.56916 0.17455 -0.34565  -0.894
21 C -3.42715 -0.17903 0.35924  -0.275
22 C 0.55185 1.34672 2.10297  -0.999
23 P 1.03436 1.14703 0.35592  -0.404
24 C 2.58608 2.01227 0.08754  1.063
25 C 2.66213 3.35464 0.46240  -0.543
26 C 3.82861 4.06613 0.24542  -0.778
27 C 4.91650 3.44435 -0.35507  -0.467
28 C 4.83853 2.11455 -0.73838  -0.908
29 C 3.67440 1.39347 -0.51813  -0.395
30 C -0.20236 1.96639 -0.67220  1.007
31 C -1.14109 2.84894 -0.14578  -0.182
32 C -2.06681 3.46024 -0.98097  -0.850
33 C -2.04933 3.20073 -2.34223  -0.543
34 C -1.10116 2.33558 -2.87499  -0.796
35 C -0.18251 1.71881 -2.04495  -0.317
36 H -0.99438 0.94381 3.54405  0.484
37 H -1.58922 1.21400 1.93091  0.060
38 H -1.83072 -1.18190 2.81034  0.700
39 H -0.07265 -1.33819 2.73538  0.446
40 H -1.97371 -3.73086 2.03948  0.391
41 H -1.42014 -6.10229 1.70087  0.433
42 H 0.15552 -6.79502 -0.04257  0.420
43 H 1.17623 -5.11053 -1.56086  0.451
44 H 0.47394 -2.73279 -1.35328  0.356
45 H -1.53284 -1.29193 -2.23696  0.348
46 H -3.56220 -0.65079 -3.47401  0.450
47 H -5.50636 0.28059 -2.26750  0.441
48 H -5.42211 0.58021 0.18145  0.458
49 H -3.40522 -0.04510 1.43223  0.281
50 H 1.38495 0.93266 2.67641  0.447
51 H 0.52328 2.41956 2.30840  0.646
52 H 1.81312 3.85737 0.91191  0.278
53 H 3.88861 5.10475 0.54071  0.424
54 H 5.82819 4.00183 -0.52336  0.408
55 H 5.68693 1.62986 -1.20166  0.428
56 H 3.63955 0.34917 -0.79873  0.351
57 H -1.15848 3.08269 0.91081  0.370
58 H -2.79469 4.14415 -0.56539  0.461
59 H -2.76898 3.67994 -2.99262  0.434
60 H -1.07913 2.14308 -3.93939  0.467
61 H 0.55006 1.03927 -2.46662  0.444

## Properties
LUMO level   -3.72 eV
Orbital gap   8.5 eV
E   -2607.2136 Eh
Total charge   +1
Highest occupied orbital energy   -12.179 eV



# C27H26CuN3O3S3Se

A molecular structure, C27H26CuN3O3S3Se (ωB97M-V/def2-TZVPD, OMol25).

Each line ends with the Mulliken spin population.
Element x y z (Å)
1 Cu -0.03437 0.02780 0.28165  0.015
2 O -5.02527 0.41604 2.85571  0.000
3 C -4.36729 -0.56402 3.49880  0.000
4 C -4.95743 -1.11180 4.63870  0.000
5 C -4.34379 -2.14831 5.31815  0.000
6 C -3.12700 -2.65683 4.87618  0.000
7 C -2.53002 -2.09328 3.76100  0.000
8 C -3.12137 -1.04562 3.06416  -0.001
9 C -2.41310 -0.47303 1.87775  0.001
10 O -1.19257 -0.75442 1.70600  -0.001
11 N -3.15278 0.31012 1.11323  0.000
12 N -2.51026 0.68090 -0.06094  0.004
13 C -2.86301 1.79524 -0.54319  -0.006
14 S -2.18156 2.34202 -2.08108  0.003
15 C -3.20061 3.83095 -2.19380  0.002
16 C -3.45361 4.32602 -0.78145  -0.003
17 S -3.99982 2.91805 0.21863  0.001
18 H -4.50722 0.59561 2.02229  0.000
19 H -5.90917 -0.71031 4.96255  0.000
20 H -4.82161 -2.56698 6.19618  0.000
21 H -2.65215 -3.47892 5.39637  0.000
22 H -1.57735 -2.45582 3.39846  0.000
23 H -4.13950 3.60726 -2.70123  0.000
24 H -2.64100 4.56504 -2.77443  0.000
25 H -4.24002 5.08094 -0.75534  0.000
26 H -2.54089 4.73800 -0.34901  0.001
27 S 1.74627 3.47356 -2.04722  0.060
28 C 1.55262 1.71844 -1.54773  -0.011
29 N 0.62224 1.66202 -0.47341  0.381
30 C 0.40233 2.88135 0.09033  -0.021
31 C -0.34646 3.08967 1.25623  0.105
32 C -0.55126 4.37912 1.70813  -0.066
33 C -0.02333 5.46895 1.01043  0.124
34 C 0.70776 5.27750 -0.15575  -0.061
35 C 0.91382 3.98682 -0.62002  0.111
36 H 1.23334 1.12597 -2.39917  0.013
37 H -0.76029 2.23330 1.77628  0.004
38 H -1.13194 4.54514 2.60651  -0.002
39 H -0.18781 6.47390 1.37943  0.012
40 H 1.11303 6.12433 -0.69566  -0.004
41 C 3.61121 -7.63047 1.72536  0.000
42 C 3.01989 -6.25323 1.59410  0.000
43 C 3.01453 -5.59101 0.37357  0.000
44 C 2.46867 -4.32202 0.22390  0.001
45 C 2.50798 -3.66884 -1.13051  -0.002
46 C 1.92466 -3.69560 1.36020  -0.003
47 C 1.41417 -2.31206 1.27150  0.005
48 O 1.00527 -1.80268 0.25185  0.004
49 C 1.92189 -4.34498 2.60416  -0.002
50 C 1.33062 -3.73850 3.85519  0.000
51 C 2.46326 -5.61986 2.69624  0.000
52 H 4.03145 -7.97134 0.77991  0.000
53 H 2.85447 -8.35202 2.03922  0.000
54 H 4.40510 -7.64437 2.47436  0.000
55 H 3.45122 -6.07480 -0.49350  0.000
56 H 3.11535 -4.26857 -1.80871  0.000
57 H 2.90851 -2.65490 -1.08975  0.001
58 H 1.50543 -3.57287 -1.54637  0.000
59 H 1.45183 -1.71128 2.19061  -0.001
60 H 0.70748 -2.86855 3.67227  0.000
61 H 2.11935 -3.44940 4.55290  0.000
62 H 0.70680 -4.47858 4.35870  0.000
63 H 2.44525 -6.13053 3.65431  0.000
64 Se 3.20308 0.92042 -0.77275  0.336

## Properties
Spin multiplicity   2
LUMO level (spin up / spin down)   2.39 / 1.60 eV
Orbital gap (spin up / spin down)   6.5 / 5.4 eV
E   -6671.0248 Eh
Total charge   -1
Highest occupied orbital energy (spin up / spin down)   -4.143 / -3.779 eV



# C27H26F2NOS

2 unconnected molecules or ions with the total composition C27H26F2NOS (ωB97M-V/def2-TZVPD, OMol25).

Each line ends with the Mulliken charge.
Element x y z (Å)
1 F 2.73429 1.28364 4.00810  -0.293
2 C 1.42427 1.01009 3.72192  0.452
3 C 0.44830 1.87563 4.21791  -0.961
4 C -0.86960 1.65385 3.83946  0.271
5 C -1.22295 0.60201 2.93851  0.493
6 C -2.52988 0.55281 2.36287  -0.055
7 C -2.82327 -0.44043 1.35193  0.397
8 C -3.11184 -0.01149 0.03195  -0.365
9 C -3.06672 -0.90036 -1.03385  -0.803
10 C -2.85176 -2.24982 -0.75756  0.388
11 F -2.69214 -3.11737 -1.80773  -0.301
12 C -2.71167 -2.74616 0.53817  -0.848
13 C -2.67985 -1.83499 1.58658  -0.284
14 C -0.18274 -0.31797 2.57258  -0.386
15 C 1.13896 -0.10583 2.93611  -0.955
16 H 0.72399 2.70313 4.86733  0.469
17 H -1.67081 2.30366 4.20645  0.010
18 H -3.10643 1.47618 2.35185  0.487
19 H -3.27963 1.05418 -0.14193  0.463
20 H -3.20824 -0.55606 -2.05408  0.463
21 H -2.57419 -3.80826 0.72590  0.449
22 H -2.49878 -2.17790 2.60695  0.605
23 H -0.42264 -1.18957 1.96254  0.449
24 H 1.92793 -0.78129 2.61736  0.478
25 C -5.55655 1.93839 1.50986  -0.767
26 O -5.78612 1.84247 2.92706  -0.523
27 C -4.84940 1.30625 3.78208  0.583
28 C -4.90924 -0.13301 4.01007  0.754
29 C -3.86837 -0.79278 4.70073  -0.341
30 C -4.07552 -2.05891 5.23472  -0.730
31 C -5.32404 -2.67397 5.10554  -0.764
32 C -6.29729 -2.09200 4.29088  -0.714
33 C -6.07913 -0.85607 3.68938  -0.624
34 C -4.41680 2.24834 4.74615  -0.129
35 N -4.92520 2.27774 6.02747  0.120
36 C -5.39562 1.07672 6.69432  -0.776
37 C -5.01238 3.52780 6.59813  0.428
38 C -5.63610 3.70747 7.93995  -1.824
39 C -4.61866 4.51659 5.74894  0.849
40 C -4.81779 5.97190 5.96309  -1.490
41 S -4.01967 3.89972 4.25341  -0.189
42 H -6.45886 2.41525 1.11133  0.382
43 H -4.68705 2.57242 1.29026  0.244
44 H -5.43866 0.93432 1.08360  0.372
45 H -2.91265 -0.27974 4.82143  0.639
46 H -3.27495 -2.55640 5.78482  0.435
47 H -5.52216 -3.61209 5.62178  0.418
48 H -7.25343 -2.59157 4.13799  0.434
49 H -6.82617 -0.40200 3.03912  0.410
50 H -5.80049 1.36736 7.66507  0.459
51 H -6.19268 0.58089 6.12356  0.313
52 H -4.56821 0.37494 6.85294  0.229
53 H -5.41495 4.72343 8.28723  0.326
54 H -6.73374 3.61150 7.91852  0.320
55 H -5.25074 3.01652 8.70300  0.467
56 H -4.84261 6.22117 7.03042  0.393
57 H -4.01062 6.54113 5.48759  0.391
58 H -5.76403 6.31298 5.51402  0.279

## Properties
LUMO level   -5.13 eV
Orbital gap   4.1 eV
E   -1772.0116 Eh
Total charge   +1
Highest occupied orbital energy   -9.183 eV



# C27H26F6N4OS2SeTi

A molecular structure, C27H26F6N4OS2SeTi (ωB97M-V/def2-TZVPD, OMol25).

Each line ends with the Mulliken charge.
Element x y z (Å)
1 Ti 0.32147 0.00739 0.01548  0.251
2 C -1.48465 -2.85938 1.84029  -1.085
3 C -2.11409 -1.64743 1.26277  0.513
4 N -1.57190 -0.91341 0.31932  0.156
5 C -2.38918 0.13231 -0.06292  -0.021
6 C -3.55269 0.21153 0.64592  -0.334
7 S -3.64717 -1.05894 1.79304  -0.098
8 C -2.01610 0.79156 -1.30514  0.091
9 C -2.72888 1.68771 -2.05116  -0.340
10 S -2.06741 1.82249 -3.62264  -0.097
11 C -0.85858 0.64859 -3.19932  0.586
12 N -0.92231 0.24787 -1.95550  0.101
13 C 0.02610 0.05597 -4.22983  -1.097
14 H -0.47339 -2.98991 1.44544  0.099
15 H -2.07629 -3.74126 1.58625  0.430
16 H -1.45571 -2.79598 2.92944  0.393
17 H -4.34000 0.93266 0.54136  0.481
18 H -3.59144 2.24761 -1.75889  0.494
19 H -0.52166 0.00429 -5.16950  0.534
20 H 0.32403 -0.94788 -3.92948  0.093
21 H 0.92676 0.63916 -4.41435  0.146
22 F 4.57147 1.97657 5.07342  -0.315
23 C 3.52926 1.57402 4.34427  0.413
24 C 2.72681 2.52538 3.73542  -0.909
25 C 1.63178 2.10809 3.00770  0.048
26 C 1.34290 0.74778 2.84655  0.147
27 C 0.13675 0.29980 2.12327  -1.413
28 C 2.19174 -0.18879 3.45260  -0.042
29 C 3.27570 0.21571 4.20752  -0.945
30 H 2.94559 3.57150 3.86489  0.516
31 H 0.96302 2.85089 2.58989  0.494
32 H -0.66694 1.04835 2.22672  0.625
33 H -0.18183 -0.65323 2.56179  0.620
34 H 1.98173 -1.24712 3.34565  0.371
35 H 3.90810 -0.49673 4.71150  0.494
36 F 3.27486 3.29291 -5.51616  -0.279
37 C 2.66813 3.12210 -4.35363  0.691
38 C 2.84043 1.92944 -3.65094  -0.674
39 F 3.60933 0.94545 -4.12019  -0.335
40 C 2.17671 1.75929 -2.44774  -0.357
41 F 2.24401 0.55004 -1.78474  0.428
42 C 1.36340 2.73280 -1.88904  0.375
43 Se 0.59152 2.45844 -0.18302  -0.094
44 C 1.20364 3.92519 -2.60227  0.341
45 F 0.39161 4.84501 -2.09161  -0.325
46 C 1.83132 4.11935 -3.83114  0.232
47 F 1.64093 5.23535 -4.51150  -0.264
48 C 1.41200 -3.23869 -1.66007  -0.897
49 N 2.67589 -2.72179 -1.17231  0.162
50 C 3.87521 -3.39104 -1.65714  -0.610
51 C 5.04444 -2.42373 -1.65353  -0.638
52 C 5.15223 -1.80304 -0.27093  -0.642
53 N 3.88918 -1.16270 0.06685  0.295
54 C 3.98291 0.10184 0.76745  -0.815
55 C 2.73317 -1.67078 -0.35063  0.281
56 O 1.62059 -1.13958 0.04953  0.012
57 H 1.35516 -3.11326 -2.74424  0.332
58 H 0.56691 -2.71399 -1.20117  0.156
59 H 1.33316 -4.30177 -1.42639  0.366
60 H 3.68370 -3.75349 -2.66737  0.422
61 H 4.09134 -4.25288 -1.02009  0.307
62 H 4.87668 -1.64014 -2.39327  0.232
63 H 5.96390 -2.94489 -1.90539  0.405
64 H 5.93519 -1.04602 -0.24791  0.413
65 H 5.38685 -2.55497 0.49095  0.320
66 H 4.54865 0.80775 0.15563  0.428
67 H 4.51403 -0.04445 1.70671  0.526
68 H 2.99264 0.51628 0.98429  -0.190

## Properties
LUMO level   -6.65 eV
Orbital gap   6.7 eV
E   -5984.7421 Eh
Total charge   +2
Highest occupied orbital energy   -13.390 eV